1:
C2H6NOS | ωB97M-V/def2-TZVPD

Values from the calculation:
* frontier orbital gap: 6.880 eV
* LUMO energy: 4.14 eV

ORCA input file:
```
! wB97M-V def2-TZVPD RIJCOSX def2/J DEFGRID3
* xyz -1 1
C 1.775 0.439 0.941
S 1.389 1.272 -0.676
H 1.707 1.153 1.754
H 2.822 0.133 0.767
H 1.345 -0.559 1.079
C -1.477 -0.955 -1.002
N -1.520 0.037 -0.094
O -2.434 -1.631 -1.368
H -0.620 -0.950 -1.692
H -0.638 0.556 0.068
H -2.351 0.506 0.224
*
```

Löwdin population analysis, charges in e, atoms 1 to 8: -0.684 0.050 -0.022 -0.034 -0.011 -0.454 0.085 -0.074


2:
C2H6NOS | ωB97M-V/def2-TZVPD

Values from the calculation:
* frontier orbital gap: 7.677 eV
* LUMO energy: 4.22 eV

ORCA input file:
```
! wB97M-V def2-TZVPD RIJCOSX def2/J DEFGRID3
* xyz -1 1
S -0.051 2.610 -0.027
H -1.038 3.324 0.495
C 0.098 -0.704 -1.157
C 0.084 -1.165 0.285
N 0.130 -0.176 1.201
O 0.118 -2.363 0.562
H 1.107 -0.894 -1.487
H -0.135 0.376 -1.316
H -0.596 -1.419 -1.627
H 0.158 0.897 0.899
H 0.126 -0.487 2.172
*
```

Löwdin population analysis, charges in e, atoms 1 to 8: -0.013 -0.422 -0.053 -0.659 0.076 -0.049 0.066 -0.004


3:
C2H6NOS | ωB97M-V/def2-TZVPD

Values from the calculation:
* frontier orbital gap: 6.992 eV
* LUMO energy: 4.08 eV

ORCA input file:
```
! wB97M-V def2-TZVPD RIJCOSX def2/J DEFGRID3
* xyz -1 1
C -0.970 -0.188 1.894
S 0.843 -0.219 1.911
H -1.461 -0.447 2.892
H -1.539 0.722 1.559
H -1.463 -0.957 1.209
C -0.048 -0.180 -2.006
N 0.220 0.759 -1.089
O -0.712 0.017 -3.062
H 0.320 -1.238 -1.691
H 0.493 0.498 -0.123
H 0.432 1.687 -1.632
*
```

Löwdin population analysis, charges in e, atoms 1 to 8: -0.778 0.084 -0.006 -0.002 -0.001 -0.451 0.061 -0.106


Ordering by calculated energy gives the sequence 2, 1, 3, with the first entry being the most stable.


1:
C3H12O3 | ωB97M-V/def2-TZVPD

Values from the calculation:
* ⟨S²⟩: 0.76
* frontier orbital gap (alpha / beta): 10.287 / 3.103 eV
* LUMO energy (alpha / beta): -3.72 / -10.55 eV

ORCA input file:
```
! wB97M-V def2-TZVPD RIJCOSX def2/J DEFGRID3
* xyz 1 2
C -1.910 -1.953 1.305
O -0.972 -2.920 1.773
H -2.833 -2.372 0.903
H -2.137 -1.329 2.169
H -1.483 -1.283 0.558
H -0.420 -3.300 1.086
C 0.947 1.779 -2.497
O -0.345 2.182 -1.970
H 0.856 2.118 -3.529
H 1.766 2.266 -1.968
H 1.095 0.700 -2.463
H -0.628 3.054 -2.256
C 0.740 0.396 0.996
O 1.810 -0.028 1.853
H 1.128 1.340 0.613
H 0.541 -0.341 0.218
H -0.174 0.639 1.537
H 2.018 -0.948 1.675
*
```

Löwdin population analysis, charges in e, atoms 1 to 8: -0.096 -0.017 0.111 0.099 0.068 0.099 -0.126 -0.132


2:
C3H12O3 | ωB97M-V/def2-TZVPD

Values from the calculation:
* ⟨S²⟩: 0.75
* frontier orbital gap (alpha / beta): 8.817 / 4.848 eV
* LUMO energy (alpha / beta): -5.27 / -9.24 eV

ORCA input file:
```
! wB97M-V def2-TZVPD RIJCOSX def2/J DEFGRID3
* xyz 1 2
C 0.061 -1.634 -0.394
C 1.150 -2.357 0.202
C 1.059 -2.801 1.496
H -1.013 -1.816 -0.037
H 0.014 -1.430 -1.479
H 0.259 -0.492 -0.196
H 2.170 -2.532 -0.304
H 1.842 -3.361 2.050
H 0.138 -2.614 2.130
H 0.558 1.582 0.190
H -0.398 0.686 1.094
O 0.021 1.584 1.079
H -0.380 1.780 -1.724
H 0.708 2.793 -1.973
O 0.537 1.909 -1.614
H -2.891 3.323 -0.234
H -1.565 2.693 0.217
O -2.269 2.688 -0.502
*
```

Löwdin population analysis, charges in e, atoms 1 to 8: -0.041 -0.042 0.216 0.150 0.120 0.135 0.181 0.122


Ordering by calculated energy gives the sequence 2, 1, with the first entry being the most stable.


1:
C5H9N2S | ωB97M-V/def2-TZVPD

Values from the calculation:
* frontier orbital gap: 8.386 eV
* LUMO energy: -4.26 eV

ORCA input file:
```
! wB97M-V def2-TZVPD RIJCOSX def2/J DEFGRID3
* xyz 1 1
C 1.079 -0.200 0.534
C 0.566 -1.142 1.335
C -1.633 -0.376 1.397
C -0.899 0.459 -0.624
C 1.197 0.927 -1.650
N 0.402 0.383 -0.516
N -0.751 -1.416 1.435
S -1.535 0.962 -2.055
H 2.079 -0.066 0.701
H 1.106 -1.769 2.092
H -1.417 0.576 1.640
H -2.648 -0.410 1.295
H 1.335 0.108 -2.440
H 0.910 1.891 -1.868
H 2.119 1.113 -1.093
H -1.197 -2.239 1.758
H -2.887 0.759 -1.710
*
```

Löwdin population analysis, charges in e, atoms 1 to 8: -0.053 -0.088 0.130 -0.496 -0.039 -0.213 0.005 0.930


2:
C5H9N2S | ωB97M-V/def2-TZVPD

Values from the calculation:
* frontier orbital gap (alpha / beta): 6.455 / 7.617 eV
* LUMO energy (alpha / beta): -4.80 / -4.17 eV

ORCA input file:
```
! wB97M-V def2-TZVPD RIJCOSX def2/J DEFGRID3
* xyz 1 1
C 0.194 1.171 -1.194
C -0.596 0.323 1.625
C -0.310 1.670 1.207
C 0.487 -1.032 -0.439
C 0.269 -2.498 -0.265
N 0.526 1.861 -0.037
N 0.043 -0.128 -1.301
S -1.482 -0.643 2.482
H 0.056 1.707 -2.092
H -1.331 2.150 0.921
H 0.134 2.192 2.118
H 1.077 -0.507 0.241
H -0.695 -2.713 -0.694
H 0.281 -2.890 0.821
H 1.000 -3.034 -0.869
H 0.669 2.772 -0.195
H -0.322 -0.400 -2.329
*
```

Löwdin population analysis, charges in e, atoms 1 to 8: -0.102 -0.630 -0.224 -0.141 -0.036 0.056 0.053 0.836


Ordering by calculated energy gives the sequence 1, 2, with the first entry being the most stable.


1:
C6H15N3 | ωB97M-V/def2-TZVPD

Values from the calculation:
* frontier orbital gap: 8.399 eV
* LUMO energy: 0.90 eV
* structure (SMILES): CN/C=C(\N)C(C)(C)N

ORCA input file:
```
! wB97M-V def2-TZVPD RIJCOSX def2/J DEFGRID3
* xyz 0 1
C 1.444 0.217 -0.036
C 1.751 -0.139 1.409
C 2.001 -0.812 -1.010
C -3.490 -1.084 0.197
N -2.526 -0.439 -0.660
C -0.380 0.567 -0.106
N 1.992 1.540 -0.325
N -0.728 1.870 0.067
C -0.881 -0.571 -0.420
H -2.817 0.455 -1.052
H 2.983 1.596 -0.102
H 1.862 1.761 -1.310
H -1.428 1.981 0.793
H 0.121 2.433 0.197
H -0.634 -1.612 -0.520
H 1.346 -1.120 1.670
H 1.333 0.599 2.103
H 2.834 -0.167 1.600
H 1.668 -1.825 -0.764
H 1.703 -0.597 -2.042
H 3.100 -0.840 -0.981
H -3.306 -2.165 0.179
H -4.521 -0.896 -0.133
H -3.428 -0.754 1.246
*
```

Löwdin population analysis, charges in e, atoms 1 to 8: -0.515 -0.070 -0.076 -0.199 -0.131 -0.277 0.015 0.092


2:
C6H15N3 | ωB97M-V/def2-TZVPD

Values from the calculation:
* frontier orbital gap: 9.077 eV
* LUMO energy: 0.99 eV
* structure (SMILES): C=NN(C)CCCNC

ORCA input file:
```
! wB97M-V def2-TZVPD RIJCOSX def2/J DEFGRID3
* xyz 0 1
C 1.582 1.714 -0.456
C 2.246 -0.733 -0.214
C 0.801 -1.223 -0.666
C -0.250 -1.400 0.527
C -1.240 0.663 1.376
C -2.504 0.674 -1.013
H 0.833 1.119 -1.321
H 2.605 1.984 -1.115
H 1.169 2.747 0.148
H 2.753 0.915 1.013
H 2.822 -0.640 -1.123
H 2.750 -1.297 0.599
H 0.390 -0.762 -1.583
H 0.886 -2.291 -1.081
H 0.169 -1.409 1.569
H -0.858 -2.404 0.500
H -2.328 1.173 1.557
H -0.391 1.540 0.939
H -1.141 0.404 2.596
H -2.968 1.240 -0.091
H -2.965 0.946 -2.044
N 2.006 0.599 0.499
N -1.307 -0.503 0.518
N -1.775 -0.301 -0.716
*
```

Löwdin population analysis, charges in e, atoms 1 to 8: -0.174 -0.196 -0.173 -0.217 -0.128 -0.087 0.119 0.096


Ordering by calculated energy gives the sequence 1, 2, with the first entry being the most stable.